Record 1
{
  "formula": "C17H22N5O4PS6Ta",
  "method": "the ωB97M-V functional and the def2-TZVPD basis",
  "multiplicity": 2,
  "e_above_lowest_kcal_mol": 5.5,
  "s_squared": 0.7568,
  "lumo_ev": [-1.07, -1.17],
  "species": ["Ta", "S", "S", "S", "S", "S", "S", "P", "O", "O", "O", "O", "N", "N", "N", "N", "N", "C", "C", "C", "C", "C", "C", "C", "C", "C", "C", "C", "C", "C", "C", "C", "C", "C", "H", "H", "H", "H", "H", "H", "H", "H", "H", "H", "H", "H", "H", "H", "H", "H", "H", "H", "H", "H", "H", "H"],
  "positions_angstrom": [[-0.204, -0.495, 0.051], [-0.218, -2.651, -1.624], [1.270, -2.156, 1.267], [-0.744, -0.011, 2.612], [-0.967, 0.987, -3.259], [0.472, 2.056, 0.492], [2.106, -0.464, -0.888], [0.669, 1.382, 2.348], [-2.298, 1.468, -2.978], [2.129, 0.851, 2.536], [0.563, 2.508, 3.462], [0.098, 1.932, -3.335], [-0.636, -0.203, -2.147], [-2.013, -1.864, 0.604], [5.644, -1.659, -1.441], [-2.192, 0.773, -0.001], [4.274, -4.179, 1.944], [3.783, -2.345, 0.201], [-0.656, 3.266, 3.630], [4.813, -1.965, -0.705], [-0.808, -2.209, -6.392], [2.562, 0.039, 3.664], [-1.056, -0.917, -6.845], [-1.136, 0.153, -5.960], [2.557, -1.735, 0.184], [-3.428, 0.048, 0.359], [-0.632, -2.475, -5.040], [4.064, -3.358, 1.164], [-3.254, -1.399, -0.051], [-0.713, -1.414, -4.157], [3.095, 0.902, 4.781], [-0.299, 4.595, 4.247], [-0.553, -1.407, -2.687], [-0.963, -0.133, -4.623], [-3.544, 0.103, 1.444], [-4.309, 0.502, -0.095], [1.726, -0.591, 3.972], [3.331, -0.608, 3.247], [0.171, 4.455, 5.220], [3.820, 1.617, 4.393], [-1.315, 1.162, -6.305], [-2.148, -1.880, 1.612], [-1.182, -0.741, -7.905], [-2.294, 1.152, -0.944], [-2.036, 1.566, 0.614], [2.304, 1.450, 5.290], [-0.425, -3.475, -4.683], [-4.118, -2.006, 0.227], [-1.322, 2.684, 4.268], [-0.742, -3.017, -7.107], [3.601, 0.265, 5.507], [-1.791, -2.813, 0.323], [-1.200, 5.193, 4.382], [0.387, 5.143, 3.603], [-3.111, -1.483, -1.130], [-1.133, 3.396, 2.656]]
}

Record 2
{
  "formula": "C17H22O3",
  "method": "the ωB97M-V functional and the def2-TZVPD basis",
  "e_above_lowest_kcal_mol": 87.8,
  "lumo_ev": -2.37,
  "species": ["O", "O", "O", "C", "C", "C", "C", "C", "C", "C", "C", "C", "C", "C", "C", "C", "C", "C", "C", "C", "H", "H", "H", "H", "H", "H", "H", "H", "H", "H", "H", "H", "H", "H", "H", "H", "H", "H", "H", "H", "H", "H"],
  "positions_angstrom": [[-1.200, -0.545, -1.752], [-2.326, 0.725, -0.275], [0.363, -2.413, -0.612], [-0.288, -2.231, 0.414], [-1.066, -1.033, 0.646], [1.401, 1.560, -1.243], [-0.063, -1.617, 3.437], [-1.883, -0.763, 1.847], [4.406, 1.538, -2.248], [1.316, 1.073, -2.537], [3.869, 1.987, -1.050], [-1.489, -0.311, -0.589], [0.570, -2.815, 2.726], [2.552, 2.051, -0.620], [2.325, 0.907, -3.474], [-1.564, -1.467, 3.191], [3.702, 1.069, -3.360], [-2.710, 1.511, -1.430], [-3.614, 2.597, -0.897], [-0.236, -3.309, 1.527], [1.982, 0.620, -4.477], [-3.229, 0.888, -2.175], [-1.873, 0.325, 2.045], [-1.808, 1.935, -1.895], [0.277, -4.179, 1.096], [-2.086, -2.431, 3.249], [-3.113, 3.176, -0.114], [-1.987, -0.833, 3.980], [-3.916, 3.293, -1.680], [4.298, 0.795, -4.232], [0.462, 1.631, -0.673], [0.307, 0.785, -2.868], [0.711, -3.649, 3.429], [-1.250, -3.615, 1.824], [4.606, 2.407, -0.349], [5.497, 1.562, -2.344], [-2.939, -0.992, 1.601], [0.439, -0.699, 3.118], [0.114, -1.709, 4.514], [1.576, -2.545, 2.385], [2.398, 2.557, 0.343], [-4.530, 2.168, -0.477]]
}

Record 3
{
  "formula": "C17H23AlBe2BrCl2F5KN2O7S",
  "method": "the ωB97M-V functional and the def2-TZVPD basis",
  "total_charge": 1,
  "lumo_ev": -7.99,
  "species": ["Br", "K", "Cl", "Cl", "S", "Al", "F", "F", "F", "F", "F", "O", "O", "O", "O", "O", "O", "O", "N", "N", "C", "C", "C", "C", "C", "C", "C", "C", "C", "C", "C", "C", "C", "C", "C", "C", "C", "Be", "Be", "H", "H", "H", "H", "H", "H", "H", "H", "H", "H", "H", "H", "H", "H", "H", "H", "H", "H", "H", "H", "H", "H", "H"],
  "positions_angstrom": [[-6.147, -3.633, 1.243], [5.226, 2.145, -1.145], [4.059, -3.212, 1.812], [-3.680, -2.903, 0.489], [-1.327, -2.259, -1.069], [3.366, 3.677, 1.424], [3.362, 4.001, 3.057], [3.707, 5.035, 0.496], [4.590, 2.508, 1.072], [1.820, 3.062, 0.966], [2.921, -5.027, 0.426], [0.095, -4.122, 1.112], [1.424, -7.816, 2.988], [-2.232, 2.107, 2.023], [-4.765, 0.618, -0.773], [-3.268, 1.768, 1.102], [-0.140, -6.245, 1.324], [-0.041, -5.367, -0.645], [-2.201, -0.804, -0.485], [-0.034, -5.252, 0.585], [0.983, 7.406, -3.490], [-0.751, 5.847, -2.921], [0.189, 7.915, -4.509], [-2.812, 1.986, -0.225], [0.515, 6.369, -2.694], [4.969, -5.562, 1.522], [-1.546, 6.353, -3.939], [2.762, -5.551, 2.736], [3.412, -6.009, 3.848], [4.796, -6.233, 3.816], [-4.730, -0.466, 0.143], [-2.611, -0.027, -1.695], [-3.531, 1.087, -1.226], [5.568, -6.009, 2.664], [-3.357, -1.126, 0.469], [3.541, -5.313, 1.548], [-1.077, 7.389, -4.733], [-3.581, 4.826, -0.491], [-0.143, 2.021, 0.596], [-1.490, -0.240, 0.027], [1.140, 5.985, -1.898], [0.659, -7.632, 2.419], [6.632, -6.194, 2.676], [-1.679, 1.848, -0.310], [-1.697, 7.790, -5.524], [-1.699, 0.465, -2.034], [-3.028, -0.927, 1.482], [-5.137, -0.114, 1.093], [-2.534, 5.943, -4.113], [5.286, -6.597, 4.709], [2.852, -6.206, 4.750], [-5.415, -1.233, -0.206], [-1.772, 1.266, 2.200], [-3.737, 1.676, -2.124], [-3.042, -0.648, -2.475], [1.968, 7.818, -3.316], [0.555, 8.723, -5.128], [-0.283, -2.257, -0.209], [1.693, -5.367, 2.722], [-3.006, 3.073, -0.477], [-1.118, 5.040, -2.295], [5.521, -5.395, 0.609]]
}

Record 4
{
  "formula": "C17H23BeF5NO3P2",
  "method": "the ωB97M-V functional and the def2-TZVPD basis",
  "e_above_lowest_kcal_mol": 112.7,
  "total_charge": 1,
  "lumo_ev": [-4.49, -5.35],
  "species": ["P", "P", "F", "F", "F", "F", "F", "O", "O", "O", "N", "C", "C", "C", "C", "C", "C", "C", "C", "C", "C", "C", "C", "C", "C", "C", "C", "C", "Be", "H", "H", "H", "H", "H", "H", "H", "H", "H", "H", "H", "H", "H", "H", "H", "H", "H", "H", "H", "H", "H", "H", "H"],
  "positions_angstrom": [[2.057, -0.554, 0.182], [-2.220, 0.951, -0.662], [0.811, 2.359, 4.590], [-1.136, -1.760, 5.841], [-1.560, -2.361, 3.187], [0.065, 0.581, 6.493], [0.225, 1.879, 2.001], [3.009, 2.312, -2.882], [-0.690, -0.780, 1.307], [0.592, 2.967, -0.925], [-0.203, -1.141, -1.493], [-1.000, -1.201, 3.554], [2.160, -1.180, -1.450], [-2.582, -0.671, -1.431], [-2.422, 2.062, -2.073], [-3.659, 1.264, 0.420], [-0.079, 0.925, 2.924], [0.159, 1.227, 4.249], [-1.375, -1.295, -2.118], [0.963, -1.499, -2.128], [-1.491, -2.145, -3.207], [-0.195, 0.312, 5.211], [3.378, 0.511, 0.816], [-0.816, -0.892, 4.874], [-0.614, -0.323, 2.544], [0.947, -2.153, -3.379], [-0.298, -2.517, -3.845], [2.320, -2.115, 1.120], [-0.209, -0.251, -0.031], [-2.509, -2.465, -3.494], [1.720, -2.929, 0.682], [-3.450, 2.189, 0.996], [1.023, 2.842, -0.050], [-3.812, 0.406, 1.103], [4.328, -0.029, 0.948], [-4.548, 1.408, -0.220], [0.355, 0.894, -0.134], [1.891, -2.211, -3.939], [3.086, 0.941, 1.789], [3.922, 2.567, -3.212], [2.513, 2.084, -3.710], [1.316, 2.602, -1.431], [2.082, -2.108, 2.199], [-3.415, -0.553, -2.126], [-3.425, 1.844, -2.475], [3.106, -1.404, -1.911], [3.375, -2.424, 0.989], [-2.332, 3.093, -1.709], [-2.944, -1.320, -0.623], [3.572, 1.346, 0.134], [-0.373, -3.169, -4.691], [-1.620, 1.887, -2.802]]
}

Record 5
{
  "formula": "C17H23Br2ClIO7P",
  "method": "the ωB97M-V functional and the def2-TZVPD basis",
  "smiles": "CC(=O)OCC[C@]1(CCOC=O)C(=O)O[C@](C[C@H](C)I)(/C(Br)=C(\\C)Br)[C@@H]1P(O)Cl",
  "e_above_lowest_kcal_mol": 8.4,
  "lumo_ev": 0.06,
  "species": ["I", "Br", "Br", "Cl", "P", "O", "O", "O", "O", "O", "O", "O", "C", "C", "C", "C", "C", "C", "C", "C", "C", "C", "C", "C", "C", "C", "C", "C", "C", "H", "H", "H", "H", "H", "H", "H", "H", "H", "H", "H", "H", "H", "H", "H", "H", "H", "H", "H", "H", "H", "H", "H"],
  "positions_angstrom": [[-4.687, 0.661, 1.432], [0.838, -2.951, 1.252], [-0.245, -3.101, 4.306], [-1.423, -1.764, -3.334], [-0.130, -2.197, -1.763], [5.404, -1.279, 0.273], [-0.951, -3.463, -1.150], [2.017, 5.281, -2.434], [-1.439, 0.250, 1.239], [1.019, 3.265, -2.635], [-0.349, 2.186, 1.194], [3.933, 0.134, -0.716], [-1.138, -2.024, 3.012], [-1.435, -1.064, 0.657], [-3.968, -0.744, -0.033], [-0.487, 1.074, 0.738], [1.011, 4.634, -2.569], [0.517, 1.180, -1.649], [1.722, 0.165, 0.273], [-0.724, -1.944, 1.740], [-0.634, -0.808, -0.623], [2.727, -0.646, -0.539], [4.918, -0.161, 0.175], [5.412, 0.976, 1.021], [0.400, 2.694, -1.474], [-2.815, -1.658, 0.391], [0.333, 0.382, -0.359], [-2.303, -1.291, 3.585], [-3.751, 0.017, -1.333], [2.154, 1.157, 0.356], [1.491, 1.013, -2.092], [-0.203, 0.902, -2.410], [-0.656, 2.957, -1.485], [6.432, 1.172, 0.711], [-4.689, 0.395, -1.716], [-3.223, -0.580, -2.066], [-2.253, -0.234, 3.371], [-0.335, -4.124, -0.831], [-3.135, 0.892, -1.138], [-3.251, -1.690, 3.254], [-4.812, -1.401, -0.187], [-1.369, -0.295, -1.238], [1.629, -0.186, 1.293], [5.449, 0.671, 2.055], [0.014, 5.073, -2.684], [-2.682, -2.347, -0.436], [0.894, 3.021, -0.570], [-2.297, -1.402, 4.660], [2.992, -1.575, -0.064], [-3.153, -2.273, 1.208], [4.854, 1.890, 0.872], [2.375, -0.841, -1.538]]
}